Density functional theory data (ωB97M-V/def2-TZVPD) for a molecular structure, C32H22F3HfN4O7SSb.

The geometry in XYZ format:
```
71
Properties=species:S:1:pos:R:3
Hf -1.205 0.241 -1.554
N -4.180 -2.675 0.477
C -3.357 -1.679 0.113
S -1.813 -2.162 -0.528
N -3.824 -0.460 0.311
N -2.937 0.505 -0.022
C -3.294 1.728 0.141
C -2.288 2.778 -0.047
C -2.566 4.116 0.171
C -1.528 5.027 0.043
C -0.260 4.575 -0.283
C -0.070 3.220 -0.505
N -1.066 2.345 -0.395
H -3.938 -3.629 0.287
H -5.096 -2.444 0.822
H -4.293 1.967 0.490
H -3.566 4.430 0.434
H -1.708 6.082 0.202
H 0.575 5.253 -0.380
H 0.895 2.810 -0.776
O 2.284 2.852 -5.901
C 1.645 2.521 -4.948
C 0.142 2.791 -4.712
O -0.550 3.569 -5.313
C -0.208 1.936 -3.562
C 0.908 1.325 -3.045
O 0.815 0.560 -1.962
C 2.134 1.690 -3.747
O 3.275 1.445 -3.441
O -1.385 1.766 -3.011
C 4.676 1.734 2.835
C 3.584 1.516 3.661
C 2.438 0.914 3.156
C 2.380 0.518 1.823
C 3.473 0.756 0.995
C 4.617 1.357 1.500
Sb 0.618 -0.398 1.054
C 1.501 -2.178 0.283
C 1.258 -3.436 0.828
C 1.856 -4.566 0.289
C 2.700 -4.453 -0.807
C 2.930 -3.208 -1.371
C 2.332 -2.076 -0.832
C -0.236 -1.082 2.861
C 0.468 -1.878 3.763
C -0.122 -2.291 4.948
C -1.423 -1.905 5.249
C -2.127 -1.101 4.366
C -1.533 -0.690 3.179
H 5.571 2.199 3.228
H 3.620 1.811 4.702
H 1.597 0.748 3.819
H 3.448 0.479 -0.053
H 5.462 1.532 0.847
H 0.577 -3.552 1.662
H 1.655 -5.537 0.724
H 3.165 -5.334 -1.229
H 3.569 -3.110 -2.239
H 2.502 -1.120 -1.313
H 1.491 -2.169 3.553
H 0.434 -2.911 5.639
H -1.883 -2.229 6.173
H -3.139 -0.793 4.596
H -2.101 -0.072 2.493
F -3.354 -0.827 -5.649
C -2.962 -1.729 -4.743
F -4.034 -2.420 -4.346
F -2.107 -2.566 -5.319
C -2.320 -1.004 -3.549
O -3.051 -0.397 -2.735
O -1.072 -1.018 -3.406
```

Computed properties:
DFT total energy = -80670.24617 eV
Kohn-Sham gap = 7.0 eV
net charge = 0
energy relative to the best compared isomer or geometry (same formula, charge and spin) = 0.091 eV
spin multiplicity = 1

=====

Density functional theory data (ωB97M-V/def2-TZVPD) for a molecular structure, C32H23BrF3IN3O2RuS.

The geometry in XYZ format:
```
67
Properties=species:S:1:pos:R:3
Ru 0.828 -0.953 -0.359
O 0.722 -1.241 -4.748
C -0.299 -0.361 -4.822
C -0.424 0.379 -5.996
C -1.445 1.299 -6.142
C -2.355 1.502 -5.113
C -2.233 0.761 -3.949
C -1.222 -0.180 -3.778
C -1.127 -1.062 -2.536
O 0.176 -1.380 -2.233
N -1.758 -0.365 -1.396
N -1.319 -0.708 -0.144
C -2.120 -0.389 0.810
C -2.023 -0.722 2.217
Br -0.731 -1.979 2.765
C -2.823 -0.202 3.165
C -4.088 0.540 3.036
C -4.437 1.405 4.076
C -5.629 2.109 4.053
C -6.511 1.946 2.995
C -6.195 1.064 1.970
C -5.000 0.365 1.991
H 0.772 -1.534 -3.807
H 0.302 0.212 -6.780
H -1.528 1.865 -7.062
H -3.150 2.229 -5.215
H -2.947 0.938 -3.154
H -1.691 -1.995 -2.721
H -2.763 -0.284 -1.455
H -2.986 0.210 0.544
H -2.509 -0.368 4.189
H -3.751 1.535 4.904
H -5.874 2.779 4.866
H -7.451 2.482 2.980
H -6.895 0.903 1.160
H -4.810 -0.367 1.218
F 5.356 -5.335 -0.592
C 4.102 -4.868 -0.457
F 3.321 -5.589 -1.277
F 3.714 -5.140 0.799
C 4.025 -3.400 -0.762
C 5.136 -2.693 -1.175
C 5.043 -1.329 -1.437
C 3.823 -0.710 -1.272
N 2.751 -1.400 -0.889
C 2.813 -2.714 -0.625
S 1.250 -3.229 -0.076
H 6.084 -3.204 -1.278
H 5.902 -0.761 -1.760
H 3.676 0.348 -1.449
I 0.717 1.705 -1.242
C 1.413 2.362 0.611
C 1.469 3.701 0.853
C 2.023 4.156 2.069
C 2.526 3.255 2.957
C 2.479 1.860 2.705
C 3.056 0.950 3.617
C 3.037 -0.384 3.341
C 2.395 -0.864 2.182
C 1.759 -0.045 1.271
C 1.869 1.365 1.515
H 1.104 4.412 0.124
H 2.064 5.218 2.272
H 2.987 3.592 3.878
H 3.524 1.333 4.515
H 3.504 -1.089 4.018
H 2.369 -1.938 2.036
```

Computed properties:
DFT total energy = -141835.15266 eV
Kohn-Sham gap (spin up / spin down) = 7.1 / 7.0 eV
net charge = 0
energy relative to the best compared isomer or geometry (same formula, charge and spin) = 0.000 eV
spin multiplicity = 2

=====

Density functional theory data (ωB97M-V/def2-TZVPD) for a molecular structure, C32H23Cl3N5O3RhS.

The geometry in XYZ format:
```
68
Properties=species:S:1:pos:R:3
Rh 1.701 1.354 -1.884
O 1.568 -1.627 3.742
C 1.219 -0.290 3.545
O 0.363 0.211 4.216
C 1.919 0.337 2.426
C 2.688 -0.405 1.521
C 2.928 0.104 0.266
N 2.419 1.310 -0.119
C 1.770 2.084 0.804
C 1.517 1.627 2.070
C 1.096 3.240 0.194
C 0.698 4.370 0.888
C -0.001 5.357 0.219
C -0.274 5.193 -1.128
C 0.170 4.049 -1.764
N 0.837 3.084 -1.124
C 3.428 -0.686 -0.875
C 4.343 -1.723 -0.790
C 4.708 -2.392 -1.944
C 4.148 -2.013 -3.155
C 3.241 -0.971 -3.173
N 2.884 -0.320 -2.060
H 3.015 -1.407 1.762
H 0.896 2.198 2.748
H 0.954 4.482 1.934
H -0.318 6.250 0.739
H -0.811 5.945 -1.689
H 0.012 3.898 -2.823
H 4.786 -1.976 0.165
H 5.435 -3.192 -1.904
H 4.416 -2.506 -4.078
H 2.781 -0.628 -4.090
Cl -3.527 3.735 1.557
C -3.117 2.147 1.019
C -1.790 1.760 0.991
C -1.469 0.489 0.546
C -2.447 -0.410 0.130
C -2.012 -1.764 -0.376
C -2.233 -1.953 -1.885
N -1.578 -0.860 -2.595
C -2.173 0.285 -3.077
C -1.164 1.167 -3.313
N 0.041 0.586 -2.969
C -0.260 -0.632 -2.555
O -2.667 -2.809 0.333
C -1.826 -3.750 0.954
C -1.161 -3.187 2.188
C -1.920 -2.703 3.335
Cl -3.579 -2.812 3.408
S -1.043 -2.103 4.604
C 0.548 -2.572 3.772
C 0.150 -3.068 2.418
C -3.778 0.011 0.181
Cl -5.075 -1.030 -0.311
C -4.121 1.280 0.619
H -1.028 2.454 1.312
H -0.424 0.192 0.503
H -0.930 -1.826 -0.198
H -3.292 -1.933 -2.123
H -1.823 -2.909 -2.211
H -3.238 0.357 -3.219
H -1.224 2.162 -3.717
H 0.450 -1.361 -2.198
H -1.052 -4.120 0.274
H -2.460 -4.592 1.231
H 0.912 -3.416 4.371
H 0.928 -3.357 1.722
H -5.157 1.586 0.644
```

Computed properties:
DFT total energy = -98547.01522 eV
Kohn-Sham gap (spin up / spin down) = 4.7 / 5.0 eV
net charge = +2
energy relative to the best compared isomer or geometry (same formula, charge and spin) = 0.000 eV
spin multiplicity = 1

=====

Density functional theory data (ωB97M-V/def2-TZVPD) for a molecular structure, C32H24BrF12N2O4ReS.

The geometry in XYZ format:
```
77
Properties=species:S:1:pos:R:3
Re -1.403 1.150 0.522
C 1.825 -0.798 -5.588
C 1.226 -0.705 -4.229
C 1.445 -1.673 -3.258
C 0.880 -1.564 -2.011
C 0.100 -0.449 -1.622
N -0.332 -0.326 -0.324
C -0.177 -1.445 0.526
C 1.105 -1.879 0.879
C 1.298 -3.098 1.492
C 0.216 -3.942 1.737
C 0.439 -5.333 2.231
C -1.066 -3.448 1.522
C -1.282 -2.184 0.984
C -2.703 -1.614 0.927
O -2.829 -0.273 0.712
C -3.376 -1.807 2.328
F -4.455 -1.044 2.438
F -2.517 -1.385 3.287
F -3.715 -3.045 2.677
C -3.519 -2.385 -0.155
F -2.805 -2.488 -1.278
F -3.794 -3.642 0.219
F -4.667 -1.793 -0.437
C -0.200 0.490 -2.653
C 0.363 0.337 -3.907
C -1.270 1.571 -2.504
O -1.435 2.034 -1.240
C -2.620 0.917 -2.958
F -3.595 1.810 -3.073
F -2.530 0.263 -4.116
F -2.991 0.037 -2.022
C -1.030 2.826 -3.405
F 0.267 3.178 -3.433
F -1.408 2.658 -4.673
F -1.696 3.870 -2.929
H 2.653 -1.502 -5.597
H 2.164 0.176 -5.934
H 1.064 -1.140 -6.290
H 2.062 -2.529 -3.486
H 1.045 -2.366 -1.311
H 1.936 -1.245 0.607
H 2.297 -3.432 1.728
H 1.027 -5.889 1.501
H -0.502 -5.854 2.381
H 0.999 -5.329 3.166
H -1.902 -4.080 1.774
H 0.123 1.033 -4.691
O -1.067 2.432 6.567
C -1.132 1.950 5.336
C -0.344 0.884 4.886
C -0.442 0.466 3.579
N -1.252 1.051 2.689
C -2.017 2.063 3.130
Br -3.062 2.863 1.747
C -2.006 2.544 4.414
H -0.469 1.918 7.129
H 0.326 0.388 5.571
H 0.142 -0.371 3.225
H -2.638 3.362 4.713
C 2.141 4.390 1.146
S 1.556 2.689 1.452
O 0.161 2.739 0.866
C 2.581 1.890 0.197
C 3.637 1.074 0.570
C 4.445 0.533 -0.417
C 4.190 0.802 -1.754
C 3.113 1.595 -2.115
C 2.307 2.142 -1.134
H 2.068 4.612 0.085
H 3.170 4.461 1.482
H 1.509 5.065 1.715
H 3.851 0.885 1.612
H 5.285 -0.083 -0.136
H 4.842 0.399 -2.513
H 2.911 1.815 -3.151
H 1.479 2.776 -1.403
```

Computed properties:
DFT total energy = -160356.83601 eV
Kohn-Sham gap (spin up / spin down) = 6.2 / 6.2 eV
net charge = +1
energy relative to the best compared isomer or geometry (same formula, charge and spin) = 0.094 eV
spin multiplicity = 2

=====

Density functional theory data (ωB97M-V/def2-TZVPD) for a molecular structure, C32H24FI2N4O5PtS.

The geometry in XYZ format:
```
70
Properties=species:S:1:pos:R:3
Pt 0.192 0.048 -0.124
I 2.994 3.860 1.868
C 1.798 2.555 2.984
C 1.640 2.749 4.351
C 0.755 1.966 5.049
I 0.606 2.295 7.130
C 0.000 0.951 4.427
C -0.966 0.138 5.044
C -1.591 -0.837 4.303
C -1.260 -1.003 2.956
N -0.369 -0.253 2.341
C 0.235 0.724 3.045
C 1.101 1.569 2.286
O 1.159 1.459 0.998
H 2.196 3.527 4.853
H -1.227 0.298 6.080
H -2.343 -1.464 4.762
H -1.751 -1.749 2.348
C -3.683 -4.034 1.199
C -3.993 -4.454 -0.240
C -3.921 -5.984 -0.343
C -5.419 -3.973 -0.555
C -3.052 -3.817 -1.254
C -3.240 -4.099 -2.615
C -2.446 -3.521 -3.585
C -1.487 -2.606 -3.191
S -0.373 -1.731 -4.204
C 0.232 -0.930 -2.784
N -0.345 -1.292 -1.645
C -1.300 -2.265 -1.845
C -2.056 -2.934 -0.881
C 1.282 0.028 -2.776
C 2.019 0.418 -3.901
C 3.003 1.373 -3.769
C 3.275 1.919 -2.518
C 2.559 1.516 -1.398
C 1.545 0.581 -1.506
H -4.449 -4.429 1.868
H -3.699 -2.947 1.272
H -2.714 -4.414 1.526
H -4.644 -6.444 0.333
H -2.924 -6.341 -0.081
H -4.143 -6.325 -1.354
H -6.115 -4.350 0.198
H -5.759 -4.314 -1.533
H -5.435 -2.884 -0.537
H -4.015 -4.785 -2.928
H -2.578 -3.756 -4.632
H -1.850 -2.704 0.151
H 1.788 -0.030 -4.860
H 3.566 1.694 -4.635
H 4.043 2.672 -2.407
H 2.797 1.940 -0.436
F -3.445 3.417 3.378
C -2.971 3.347 2.118
C -3.508 2.478 1.251
N -3.070 2.368 -0.039
C -3.598 1.268 -0.831
C -3.267 -0.158 -0.210
O -4.201 -0.964 -0.240
O -2.129 -0.379 0.311
C -1.946 3.052 -0.456
O -1.427 2.872 -1.539
N -1.510 4.028 0.417
C -1.893 4.231 1.744
O -1.366 5.075 2.436
H -4.317 1.822 1.541
H -3.153 1.331 -1.822
H -4.682 1.373 -0.885
H -0.667 4.507 0.120
```

Computed properties:
DFT total energy = -82777.36465 eV
Kohn-Sham gap = 7.0 eV
net charge = -1
energy relative to the best compared isomer or geometry (same formula, charge and spin) = 0.924 eV
spin multiplicity = 1

=====

Density functional theory data (ωB97M-V/def2-TZVPD) for a molecular structure, C32H24GeMoO7Se.

The geometry in XYZ format:
```
66
Properties=species:S:1:pos:R:3
Mo -1.341 -1.493 0.632
O -2.990 -7.328 1.476
C -2.594 -6.209 1.355
C -2.670 -5.102 2.430
O -3.102 -5.217 3.544
C -2.094 -3.914 1.762
C -1.680 -4.221 0.488
O -1.107 -3.231 -0.200
C -1.911 -5.607 0.111
O -1.644 -6.185 -0.912
O -1.915 -2.699 2.184
O -1.837 0.493 1.391
C -0.794 0.472 2.097
O -0.190 -0.650 2.173
C -0.162 1.730 2.575
C 0.444 2.353 1.303
Ge 1.521 1.105 0.202
C 0.516 -0.333 -0.756
C 1.281 -1.443 -1.175
C 0.874 -2.248 -2.219
C -0.320 -1.982 -2.885
C -1.103 -0.916 -2.489
C -0.694 -0.084 -1.439
C 2.274 2.155 -1.271
C 1.718 3.372 -1.660
C 2.227 4.070 -2.747
C 3.300 3.556 -3.460
C 3.864 2.345 -3.083
C 3.353 1.651 -1.996
C 2.994 0.343 1.239
C 2.949 -0.903 1.863
C 4.030 -1.359 2.604
C 5.166 -0.573 2.739
C 5.222 0.671 2.127
C 4.143 1.122 1.379
H 0.602 1.498 3.315
H -0.913 2.389 3.008
H 1.116 3.169 1.576
H -0.350 2.782 0.691
H 2.220 -1.654 -0.675
H 1.479 -3.094 -2.516
H -0.643 -2.621 -3.695
H -2.043 -0.724 -2.986
H -1.291 0.790 -1.196
H 0.880 3.788 -1.112
H 1.786 5.015 -3.035
H 3.697 4.098 -4.308
H 4.704 1.942 -3.635
H 3.806 0.709 -1.704
H 2.063 -1.519 1.789
H 3.981 -2.328 3.083
H 6.007 -0.930 3.319
H 6.105 1.289 2.227
H 4.202 2.088 0.890
Se -3.739 -1.482 -0.075
C -4.235 0.367 -0.258
C -4.784 1.034 0.830
C -5.150 2.366 0.715
C -4.972 3.037 -0.488
C -4.439 2.367 -1.579
C -4.074 1.032 -1.467
H -4.912 0.507 1.767
H -5.576 2.881 1.566
H -5.259 4.077 -0.577
H -4.314 2.880 -2.525
H -3.681 0.505 -2.326
```

Computed properties:
DFT total energy = -171624.04158 eV
Kohn-Sham gap (spin up / spin down) = 6.5 / 7.5 eV
net charge = 0
energy relative to the best compared isomer or geometry (same formula, charge and spin) = 0.000 eV
spin multiplicity = 3

=====

Density functional theory data (ωB97M-V/def2-TZVPD) for a molecular structure, C32H24IN5O10S2Yb.

The geometry in XYZ format:
```
75
Properties=species:S:1:pos:R:3
Yb 0.151 0.088 0.600
C -3.027 -0.670 1.361
O -2.118 -0.864 0.291
C -2.276 -1.997 -0.464
C -3.419 -2.782 -0.461
C -3.525 -3.880 -1.302
C -2.485 -4.207 -2.154
C -1.326 -3.457 -2.141
C -1.184 -2.358 -1.285
N 0.019 -1.660 -1.136
N 0.987 -2.258 -1.765
C 2.253 -1.854 -1.703
C 2.774 -0.869 -0.781
O 2.152 -0.511 0.261
C 4.099 -0.359 -1.039
C 4.900 -0.900 -1.980
C 4.513 -2.076 -2.688
C 5.426 -2.772 -3.490
C 5.064 -3.937 -4.120
C 3.769 -4.430 -3.962
C 2.849 -3.747 -3.203
C 3.192 -2.558 -2.545
H -4.046 -0.524 0.989
H -2.702 0.244 1.864
H -2.996 -1.515 2.060
H -4.243 -2.564 0.198
H -4.430 -4.470 -1.291
H -2.570 -5.057 -2.816
H -0.492 -3.713 -2.778
H 4.394 0.497 -0.452
H 5.872 -0.474 -2.185
H 6.431 -2.384 -3.593
H 5.780 -4.479 -4.723
H 3.493 -5.360 -4.442
H 1.855 -4.140 -3.063
O 3.031 2.428 -0.491
S 1.661 2.275 -0.067
O 1.502 1.751 1.301
O 0.832 1.541 -1.028
C 1.064 3.952 0.217
C 2.052 4.924 0.294
C 1.766 6.187 0.783
C 0.481 6.482 1.214
C -0.494 5.499 1.172
C -0.199 4.232 0.691
S -1.597 3.102 0.799
O -2.524 3.613 -0.213
O -2.094 3.266 2.151
O -1.209 1.713 0.522
H 3.041 4.638 -0.024
H 2.548 6.931 0.848
H 0.252 7.462 1.609
H -1.493 5.668 1.541
O -0.527 -2.846 3.661
C -0.179 -1.851 3.040
O -0.043 -1.730 1.788
C 0.128 -0.574 3.832
C 0.573 -0.645 5.147
C 0.855 0.531 5.814
C 0.633 1.731 5.155
C 0.151 1.708 3.854
N -0.080 0.578 3.190
H 0.689 -1.615 5.602
H 1.215 0.506 6.835
H 0.831 2.673 5.646
H -0.071 2.630 3.331
I -7.195 -0.960 -1.503
C -5.376 0.058 -1.604
C -5.069 1.263 -1.010
N -3.807 1.540 -1.366
N -3.293 0.593 -2.139
C -4.227 -0.324 -2.302
H -5.653 1.925 -0.405
H -3.246 2.343 -1.043
H -4.064 -1.199 -2.901
```

Computed properties:
DFT total energy = -122807.35371 eV
Kohn-Sham gap (spin up / spin down) = 6.6 / 6.6 eV
net charge = -1
energy relative to the best compared isomer or geometry (same formula, charge and spin) = 0.773 eV
spin multiplicity = 2